A cluster of 2 separate species, C2HO4S in total at a distorted geometry, computed with the ωB97M-V functional and the def2-TZVPD basis.

The HOMO-LUMO gap is 8.23 eV. For the maximum force, the calculation gives 0.0703 Eh/bohr. As for the spin multiplicity: 1. As for the relative energy (zero: lowest compared OMol25 entry of this formula, charge and spin): 64.4 kcal/mol. Its charge is -1. For the electronic energy, the calculation gives -21113.9254 eV. The HOMO energy comes out at -4.32 eV.

The geometry in XYZ format:
```
8
Properties=species:S:1:pos:R:3:nbo_charge:R:1
C 0.631 1.221 -0.221 -0.96
C -1.547 -0.083 0.853 1.07
O 0.021 -1.371 0.180 -0.98
O -1.948 0.265 -0.168 -0.57
O 1.831 -1.136 -1.383 -0.97
O -1.360 -0.324 1.947 -0.56
S 0.828 -0.356 -0.597 1.79
H 1.544 1.783 -0.612 0.18
```


A cluster of 9 separate species, C27H62F4O11 in total at a distorted geometry, computed with the ωB97M-V functional and the def2-TZVPD basis.

The HOMO-LUMO gap is 7.68 eV. For the maximum force, the calculation gives 0.0892 Eh/bohr. As for the spin multiplicity: 1. As for the SMILES: C=C[C@]1([C@@H](F)CC)C[C@@H](COC(F)(F)F)C(=O)O1.CCO.CCO.CCO.CCO.CCO.CCO.CCO.CCO. For the electronic energy, the calculation gives -62391.3340 eV. The HOMO energy comes out at -7.80 eV.

The geometry in XYZ format:
```
104
Properties=species:S:1:pos:R:3:lowdin_charge:R:1
C 0.692 -5.812 0.678 0.05
C -0.600 -5.414 0.956 -0.05
C -1.341 -4.292 0.207 -0.35
C -1.002 -2.816 0.507 -0.26
F -1.841 -2.285 1.459 0.02
C 0.435 -2.545 0.981 -0.14
C 0.832 -1.122 0.491 -0.06
C -2.841 -4.627 0.407 -0.06
C -3.583 -4.223 -0.878 -0.11
C -4.161 -2.781 -0.926 -0.08
O -4.443 -2.297 0.400 0.03
C -5.692 -2.544 0.832 -0.78
F -5.608 -2.871 2.115 0.18
F -6.423 -1.442 0.786 0.18
F -6.293 -3.538 0.235 0.21
C -2.327 -4.189 -1.821 -0.48
O -2.302 -3.859 -2.923 0.18
O -1.195 -4.610 -1.187 0.08
H 0.903 -6.722 0.113 0.07
H 1.527 -5.191 1.006 0.03
H -1.168 -5.938 1.730 0.11
H -1.132 -2.259 -0.434 0.15
H 1.173 -3.254 0.611 0.08
H 0.419 -2.510 2.075 0.12
H 1.399 -0.573 1.260 0.05
H -0.064 -0.529 0.267 0.07
H 1.396 -1.174 -0.447 0.05
H -3.256 -4.226 1.336 0.13
H -2.927 -5.703 0.572 0.12
H -4.159 -5.029 -1.334 0.16
H -4.995 -2.678 -1.620 0.14
H -3.370 -2.136 -1.311 0.13
C 3.985 2.610 2.518 -0.09
C 2.519 2.240 2.642 -0.31
O 2.364 0.871 3.015 -0.10
H 4.475 1.976 1.777 0.08
H 4.103 3.656 2.223 0.04
H 4.503 2.455 3.469 0.07
H 2.010 2.376 1.688 0.11
H 2.026 2.869 3.390 0.11
H 2.803 0.749 3.864 0.08
C 6.637 7.011 2.203 -0.08
C 5.796 6.102 1.328 -0.30
O 4.576 5.749 1.980 -0.11
H 6.864 6.521 3.152 0.08
H 7.572 7.274 1.709 0.08
H 6.097 7.930 2.437 0.05
H 6.329 5.177 1.113 0.11
H 5.559 6.593 0.378 0.11
H 4.095 6.564 2.162 0.09
C -10.813 -0.982 1.231 -0.10
C -10.302 -0.493 2.574 -0.32
O -9.120 -1.190 2.954 -0.08
H -11.021 -2.053 1.270 0.07
H -11.725 -0.457 0.943 0.07
H -10.061 -0.828 0.453 0.07
H -11.046 -0.667 3.351 0.11
H -10.086 0.580 2.537 0.11
H -8.456 -1.031 2.274 0.06
C 5.315 -2.559 1.908 -0.09
C 3.923 -3.101 2.171 -0.30
O 3.496 -3.922 1.081 -0.11
H 5.328 -1.977 0.986 0.08
H 5.650 -1.924 2.730 0.07
H 6.031 -3.377 1.784 0.07
H 3.207 -2.286 2.272 0.10
H 3.903 -3.695 3.091 0.11
H 4.127 -4.647 1.001 0.09
C 1.030 -3.380 -3.829 -0.07
C 1.802 -2.093 -3.610 -0.30
O 2.199 -1.980 -2.244 -0.10
H 0.150 -3.412 -3.189 0.05
H 0.711 -3.474 -4.868 0.05
H 1.644 -4.247 -3.571 0.08
H 1.182 -1.228 -3.846 0.11
H 2.693 -2.061 -4.244 0.11
H 2.754 -2.742 -2.039 0.09
C -4.337 1.467 0.195 -0.08
C -2.883 1.122 0.463 -0.32
O -2.715 0.566 1.759 -0.08
H -4.702 2.176 0.939 0.08
H -4.460 1.904 -0.799 0.07
H -4.962 0.577 0.264 0.05
H -2.265 2.018 0.412 0.11
H -2.514 0.404 -0.281 0.10
H -3.248 -0.237 1.809 0.06
C 5.616 12.074 1.392 -0.09
C 6.334 10.983 2.165 -0.33
O 7.341 10.369 1.364 -0.09
H 5.160 11.664 0.490 0.08
H 4.838 12.538 2.000 0.07
H 6.319 12.848 1.074 0.07
H 5.634 10.203 2.462 0.10
H 6.799 11.392 3.068 0.11
H 7.968 11.055 1.109 0.08
C -1.494 -2.894 -8.246 -0.09
C -0.070 -2.680 -7.769 -0.32
O 0.043 -1.432 -7.092 -0.09
H -1.796 -2.087 -8.915 0.08
H -1.593 -3.845 -8.774 0.07
H -2.188 -2.890 -7.402 0.07
H 0.617 -2.666 -8.615 0.11
H 0.238 -3.483 -7.091 0.09
H -0.560 -1.455 -6.340 0.08
```


A structure of composition C43H44FeN6O4, computed with the ωB97M-V functional and the def2-TZVPD basis.

The HOMO-LUMO gap (spin up / spin down) is 6.95 / 6.56 eV. For the maximum force, the calculation gives 0.0112 Eh/bohr. As for the spin multiplicity: 6. As for the relative energy (zero: lowest compared OMol25 entry of this formula, charge and spin): 2.7 kcal/mol. Its charge is +1. For the electronic energy, the calculation gives -96818.2669 eV. The HOMO energy (spin up / spin down) comes out at -11.12 / -11.21 eV.

The geometry in XYZ format:
```
98
Properties=species:S:1:pos:R:3:nbo_charge:R:1
Fe -0.040 -0.021 -0.219 1.88
C -4.108 -2.378 -1.206 -0.59
C -3.044 -2.929 -0.258 -0.24
C -3.636 -4.002 0.658 -0.60
C -1.859 -3.461 -1.044 -0.03
C -2.088 -4.471 -1.971 -0.21
C -1.052 -5.028 -2.699 -0.19
C 0.242 -4.597 -2.477 -0.21
C 0.517 -3.597 -1.548 -0.04
C 1.961 -3.301 -1.192 -0.24
C 2.892 -3.311 -2.404 -0.61
C 2.448 -4.298 -0.136 -0.60
C -0.547 -3.003 -0.862 0.20
N -0.308 -1.961 0.115 -0.83
C -0.362 -2.388 1.423 0.63
O -0.399 -3.530 1.828 -0.57
C -0.444 -1.235 2.397 0.13
C -0.662 -1.312 3.757 -0.19
C -0.839 -0.115 4.449 -0.12
C -0.831 1.107 3.775 -0.19
C -0.603 1.085 2.415 0.14
N -0.386 -0.061 1.790 -0.55
C -0.700 2.257 1.462 0.64
O -0.995 3.354 1.885 -0.58
N -0.443 1.895 0.164 -0.83
C -0.778 2.901 -0.830 0.19
C 0.108 3.926 -1.193 -0.03
C -0.330 4.869 -2.127 -0.20
C -1.597 4.842 -2.666 -0.19
C -2.479 3.863 -2.249 -0.21
C -2.094 2.892 -1.333 -0.05
C -3.174 1.942 -0.837 -0.23
C -4.150 1.538 -1.946 -0.60
C -3.956 2.590 0.312 -0.60
C 1.518 4.220 -0.671 -0.23
C 1.919 3.690 0.703 -0.60
C 2.560 3.851 -1.729 -0.59
H -4.934 -1.941 -0.642 0.22
H -4.519 -3.168 -1.836 0.21
H -3.698 -1.610 -1.864 0.19
H -2.704 -2.107 0.375 0.18
H -4.010 -4.846 0.076 0.21
H -4.473 -3.597 1.231 0.21
H -2.886 -4.377 1.354 0.23
H -3.097 -4.836 -2.119 0.22
H -1.249 -5.820 -3.409 0.22
H 1.058 -5.071 -3.007 0.22
H 1.984 -2.318 -0.729 0.18
H 3.067 -4.327 -2.761 0.22
H 3.870 -2.901 -2.139 0.21
H 2.484 -2.737 -3.239 0.20
H 2.371 -5.319 -0.517 0.21
H 1.844 -4.237 0.770 0.23
H 3.493 -4.112 0.125 0.20
H -0.711 -2.283 4.230 0.26
H -1.018 -0.135 5.516 0.24
H -1.018 2.053 4.263 0.26
H 0.347 5.670 -2.403 0.21
H -1.908 5.599 -3.374 0.22
H -3.494 3.868 -2.624 0.22
H -2.702 1.038 -0.438 0.17
H -4.796 2.372 -2.223 0.21
H -4.797 0.734 -1.604 0.22
H -3.644 1.209 -2.857 0.20
H -4.463 3.487 -0.051 0.22
H -3.298 2.886 1.128 0.23
H -4.713 1.906 0.700 0.21
H 1.546 5.309 -0.589 0.22
H 2.083 2.613 0.690 0.17
H 1.168 3.918 1.458 0.24
H 2.854 4.165 1.004 0.22
H 2.548 2.780 -1.903 0.17
H 3.564 4.133 -1.404 0.21
H 2.356 4.346 -2.680 0.22
O 6.518 0.332 -3.028 -0.36
N 5.637 0.351 -3.860 0.54
O 5.794 0.448 -5.051 -0.34
C 4.214 0.247 -3.368 0.04
C 3.277 0.252 -4.327 -0.12
C 1.880 0.153 -3.996 -0.10
C 0.858 0.119 -4.956 -0.07
C -0.449 0.004 -4.550 -0.24
C -0.720 -0.062 -3.182 0.14
N 0.236 -0.016 -2.268 -0.60
C 1.527 0.076 -2.661 0.27
C 2.538 0.093 -1.628 0.13
N 2.086 0.059 -0.349 -0.54
C 2.950 0.056 0.642 0.11
C 4.328 0.087 0.417 -0.22
C 4.802 0.140 -0.866 -0.11
C 3.895 0.156 -1.952 -0.01
H 3.588 0.325 -5.361 0.27
H 1.109 0.179 -6.008 0.24
H -1.262 -0.032 -5.260 0.25
H -1.737 -0.155 -2.819 0.23
H 2.543 0.030 1.647 0.22
H 5.008 0.076 1.256 0.25
H 5.862 0.174 -1.051 0.27
```


A cluster of 7 separate species, H13O6S in total at a distorted geometry, computed with the ωB97M-V functional and the def2-TZVPD basis.

The HOMO-LUMO gap is 7.44 eV. For the maximum force, the calculation gives 0.0311 Eh/bohr. As for the spin multiplicity: 1. As for the relative energy (zero: lowest compared OMol25 entry of this formula, charge and spin): 19.0 kcal/mol. Its charge is -1. For the electronic energy, the calculation gives -23333.6273 eV. The HOMO energy comes out at -3.98 eV.

The geometry in XYZ format:
```
20
Properties=species:S:1:pos:R:3:nbo_charge:R:1
S 1.652 -0.736 1.493 -1.05
H 1.303 -1.943 1.891 0.11
H 0.100 -2.335 -1.036 0.48
H 1.355 -3.119 -0.760 0.48
O 0.525 -3.178 -1.249 -0.97
H -0.858 1.909 -1.367 0.51
H -0.299 1.616 -2.789 0.46
O -1.113 1.747 -2.299 -0.99
H -2.069 -1.427 -1.116 0.46
H -1.859 -0.030 -0.569 0.50
O -2.146 -0.944 -0.286 -0.96
H -0.685 3.019 0.680 0.47
H -1.361 1.700 1.158 0.51
O -1.202 2.282 0.348 -1.01
H 1.461 0.414 -1.627 0.47
H 2.397 0.764 -0.483 0.50
O 2.095 1.077 -1.347 -0.97
H -0.196 0.468 2.155 0.51
H -1.315 -0.469 1.951 0.50
O -1.191 0.473 2.114 -1.00
```


A cluster of 2 separate species, C3H4N2O in total at a distorted geometry, computed with the ωB97M-V functional and the def2-TZVPD basis.

The HOMO-LUMO gap is 10.50 eV. For the maximum force, the calculation gives 0.0321 Eh/bohr. As for the spin multiplicity: 1. As for the relative energy (zero: lowest compared OMol25 entry of this formula, charge and spin): 50.7 kcal/mol. For the electronic energy, the calculation gives -8201.6855 eV. The HOMO energy comes out at -10.12 eV.

The geometry in XYZ format:
```
10
Properties=species:S:1:pos:R:3:nbo_charge:R:1
O -1.540 2.380 0.210 -0.51
C -1.377 1.382 -0.307 0.52
C -0.860 -1.206 -0.015 0.02
N 0.228 -1.187 -0.672 -0.47
C 1.246 -0.347 -0.206 0.26
N 0.975 0.712 0.448 -0.68
H -0.958 -0.801 0.999 0.17
H -1.755 -1.626 -0.473 0.18
H 2.245 -0.610 -0.564 0.16
H 1.795 1.300 0.581 0.35
```


A structure of composition C7H14BBaBrIN3OP at a distorted geometry, computed with the ωB97M-V functional and the def2-TZVPD basis.

The HOMO-LUMO gap is 3.89 eV. For the maximum force, the calculation gives 0.1690 Eh/bohr. As for the spin multiplicity: 1. Its charge is +1. For the electronic energy, the calculation gives -102791.7678 eV. The HOMO energy comes out at -10.10 eV.

The geometry in XYZ format:
```
30
Properties=species:S:1:pos:R:3:lowdin_charge:R:1
C 2.697 2.237 2.541 -0.22
C 2.733 1.147 1.626 -0.04
B 2.644 -0.051 0.456 -1.44
I 4.560 -1.166 0.442 0.75
C 1.427 -1.049 0.930 -0.29
C 0.544 -1.701 -0.287 -0.22
C -0.897 -0.863 -0.369 -0.22
C -1.978 -1.636 -1.337 -0.22
N -3.409 -1.159 -1.188 -0.03
C -3.379 0.328 -0.896 -0.40
N -3.204 1.217 -1.943 0.09
N -3.492 0.934 0.498 0.00
P 2.355 0.853 -1.208 0.54
O 3.293 2.357 -1.112 -0.44
Br 3.367 -0.335 -2.860 0.22
H 2.290 3.015 3.343 -0.17
H 1.920 -1.931 1.563 0.09
H 0.687 -0.488 1.642 0.07
H 1.074 -1.734 -1.329 0.09
H 0.230 -2.821 -0.018 0.12
H -1.353 -0.820 0.725 0.11
H -0.592 0.218 -0.768 0.10
H -1.926 -2.803 -1.124 0.13
H -1.629 -1.471 -2.462 0.14
H -3.943 -1.700 -0.468 0.11
H -3.206 2.207 -1.579 0.04
H -4.034 1.846 0.428 0.08
H -2.507 1.224 0.733 0.05
H 4.262 2.097 -0.923 0.07
Ba 1.466 2.046 4.946 1.87
```


Question: maximum force of number 3 (C43H44FeN6O4)?
Answer: 0.0112 Eh/bohr


Question: What is the formula in the first record?
Answer: C2HO4S


Question: The highest maximum force belongs to which entry?
Answer: C7H14BBaBrIN3OP